No. 1
Entry from the OMol25 dataset: C50H106AsF6MnN10O10 as an isolated structure at a distorted geometry (the ωB97M-V functional and the def2-TZVPD basis).

Each line ends with the Mulliken spin population.
Element x y z (Å)
Mn 0.5729 0.6377 -4.0148  4.80
As 0.5552 -0.4574 -0.2455  0.02
F -0.8758 0.4711 0.1066  0.00
F 0.5650 -1.1394 1.3325  0.00
F 1.9125 -1.4516 -0.7239  0.00
F 0.6000 0.1864 -1.9116  -0.08
F 1.5769 0.8839 0.1802  0.00
F -0.4823 -1.7496 -0.8404  0.00
C -3.4528 4.5894 -2.4233  0.00
C -2.3360 5.4084 -3.1014  0.00
C -0.9265 4.9649 -2.6576  0.00
C -0.5449 3.6114 -3.0474  0.02
N -0.1997 2.5482 -3.2963  0.06
H -3.5581 4.7623 -1.3563  0.00
H -3.1815 3.5369 -2.5614  0.00
H -4.3848 4.7104 -2.9716  0.00
H -2.4168 6.4154 -2.6892  0.00
H -2.4568 5.4251 -4.1807  0.00
H -0.8281 5.0726 -1.5741  0.00
H -0.1856 5.6658 -3.0489  0.00
C 4.7843 4.5477 -3.2337  0.00
C 5.2270 3.5315 -2.1900  0.00
C 4.9779 2.0645 -2.5428  0.00
C 3.6370 1.7277 -3.0338  -0.01
N 2.5732 1.5265 -3.4060  0.06
H 5.3693 4.5302 -4.1575  0.00
H 4.9614 5.5707 -2.8941  0.00
H 3.7301 4.4672 -3.5023  0.00
H 4.8674 3.7980 -1.1946  0.00
H 6.3039 3.5809 -2.0052  0.00
H 5.1295 1.4184 -1.6747  0.00
H 5.7135 1.7215 -3.2709  0.00
C 4.0278 0.5621 4.8652  0.00
C 2.6537 0.0511 4.3842  0.00
C 2.7424 -1.4347 4.0099  0.00
C 2.8910 -2.3454 5.1502  0.00
N 2.9807 -3.0555 6.0491  0.00
H 4.7486 0.3746 4.0628  0.00
H 4.4168 0.1039 5.7705  0.00
H 4.0198 1.6516 4.9372  0.00
H 2.3509 0.6371 3.5185  0.00
H 1.8986 0.2380 5.1476  0.00
H 3.5410 -1.7032 3.3193  0.00
H 1.7644 -1.6853 3.5867  0.00
C 4.1970 -0.9391 -9.0916  0.00
O 3.8838 -1.5955 -7.8828  0.00
C 4.9517 -2.1614 -7.1746  0.00
C 4.4534 -2.8821 -5.9171  0.00
N 4.3896 -1.9694 -4.7784  0.00
C 4.4082 -2.6575 -3.4856  0.00
C 4.5320 -1.6264 -2.3818  0.01
O 5.7169 -0.8385 -2.4443  0.00
C 6.8489 -1.6107 -2.0916  0.00
H 4.7999 -1.6081 -9.7184  0.00
H 4.8345 -0.0744 -8.8698  0.00
H 3.2830 -0.7009 -9.6253  0.00
H 5.6448 -1.3345 -6.9521  0.00
H 5.5849 -2.8544 -7.7433  0.00
H 5.1987 -3.6424 -5.6627  0.00
H 3.4613 -3.2694 -6.1513  0.00
H 5.1024 -1.2522 -4.7186  0.00
H 5.2530 -3.3597 -3.4284  0.00
H 3.5286 -3.2882 -3.3391  0.00
H 4.4264 -2.0255 -1.3688  0.00
H 3.6445 -0.9911 -2.4690  0.00
H 7.7615 -1.0144 -2.1001  0.00
H 7.0107 -2.4599 -2.7569  0.00
H 6.7643 -1.9578 -1.0556  0.00
C -3.4961 -3.1488 10.2471  0.00
O -3.6385 -2.5174 9.0048  0.00
C -3.2815 -1.1598 9.0863  0.00
C -3.4929 -0.5476 7.6984  0.00
N -2.5344 -1.1302 6.7621  0.00
C -2.5711 -0.4820 5.4562  0.00
C -1.6670 -1.1926 4.4930  0.00
O -2.1127 -2.5081 4.2845  0.00
C -1.2828 -3.3172 3.4943  0.00
H -3.8940 -4.1649 10.2206  0.00
H -3.9671 -2.6072 11.0723  0.00
H -2.4550 -3.3332 10.5486  0.00
H -2.2091 -0.9969 9.2468  0.00
H -3.8138 -0.5843 9.8482  0.00
H -3.3409 0.5305 7.7696  0.00
H -4.4926 -0.7684 7.3008  0.00
H -2.7477 -2.1062 6.5842  0.00
H -2.3439 0.5774 5.5661  0.00
H -3.5841 -0.5146 5.0135  0.00
H -0.6446 -1.1846 4.8973  0.00
H -1.6495 -0.6383 3.5465  0.00
H -1.1506 -2.9094 2.4849  0.00
H -1.7415 -4.3017 3.4162  0.00
H -0.3055 -3.4308 3.9810  0.00
C 1.4502 4.2197 4.2523  0.00
O 0.1706 3.8518 3.7663  0.00
C 0.1224 2.4763 3.4824  0.00
C -1.2106 2.1256 2.8514  0.00
N -2.3101 2.2894 3.7524  0.00
C -3.6142 1.8844 3.2791  0.00
C -4.6684 2.1247 4.3725  0.00
O -4.5621 3.4615 4.8539  0.00
C -5.7120 3.8046 5.5912  0.00
H 2.1095 4.2527 3.3760  0.00
H 1.8385 3.5628 5.0329  0.00
H 1.3791 5.2355 4.6412  0.00
H 0.2383 1.8047 4.3425  0.00
H 0.9284 2.1548 2.8096  0.00
H -1.1262 1.0791 2.5474  0.00
H -1.3666 2.6986 1.9208  0.00
H -2.4176 3.2163 4.1439  0.00
H -3.7652 0.8288 3.0469  0.00
H -3.9757 2.4742 2.4230  0.00
H -4.5212 1.4516 5.2221  0.00
H -5.6781 1.9615 3.9829  0.00
H -5.6229 4.8192 5.9771  0.00
H -5.7900 3.1416 6.4611  0.00
H -6.6473 3.7549 5.0258  0.00
C -5.1575 1.1707 -1.8909  0.00
O -4.6030 0.0408 -1.2830  0.00
C -4.2003 0.3133 0.0489  0.00
C -3.5776 -0.9148 0.6608  0.00
N -4.6162 -1.9254 0.8418  0.00
C -4.1179 -3.1252 1.5297  0.00
C -5.1586 -4.2307 1.5136  0.00
O -5.0982 -4.8812 0.2569  0.00
C -5.7342 -6.1363 0.2485  0.00
H -6.1853 1.4044 -1.5946  0.00
H -5.0803 1.1491 -2.9771  0.00
H -4.6231 2.0833 -1.5905  0.00
H -5.0169 0.6647 0.6901  0.00
H -3.4739 1.1394 0.0112  0.00
H -3.1587 -0.7095 1.6490  0.00
H -2.7444 -1.3450 0.0919  0.00
H -4.9875 -2.2132 -0.0573  0.00
H -3.8576 -2.8241 2.5464  0.00
H -3.1872 -3.5096 1.0922  0.00
H -6.1725 -3.8872 1.7389  0.00
H -4.8368 -4.9727 2.2577  0.00
H -5.3650 -6.8384 1.0014  0.00
H -5.5635 -6.6082 -0.7187  0.00
H -6.8127 -5.9746 0.3477  0.00
C -2.2645 -0.8003 -3.1197  0.01
O -0.9000 -0.8679 -3.5685  0.04
C -0.5479 -2.1695 -4.0289  -0.01
C 0.9571 -2.2417 -4.2763  -0.01
N 1.4989 -1.0381 -4.9712  0.00
C 1.0411 -0.8808 -6.3789  0.04
C 1.4302 0.5276 -6.8430  0.00
O 1.1534 1.5320 -5.8713  0.01
C 1.2866 2.8647 -6.3324  0.01
H -2.4803 -1.6502 -2.4736  0.00
H -2.9684 -0.8466 -3.9526  0.00
H -2.3242 0.1151 -2.5400  -0.01
H -1.1302 -2.3689 -4.9379  0.00
H -0.8478 -2.8891 -3.2632  0.00
H 1.2496 -3.1633 -4.7831  0.00
H 1.4287 -2.2279 -3.2901  0.00
H 2.4875 -1.3074 -5.1011  0.04
H -0.0460 -0.9858 -6.4165  -0.02
H 1.5225 -1.5990 -7.0425  0.00
H 0.8785 0.6820 -7.7806  0.00
H 2.4734 0.6110 -7.1625  0.00
H 0.5118 3.1457 -7.0464  0.00
H 2.2618 3.0548 -6.7845  0.00
H 1.2136 3.5014 -5.4542  0.00
N 1.2632 -4.4252 -0.7023  0.00
C 0.7506 -5.4243 -1.4898  0.00
C 0.9969 -6.5955 -0.8411  0.00
C 1.7324 -6.3477 0.3156  0.00
C 1.8529 -4.9676 0.4117  0.00
H 1.1993 -3.4323 -0.8427  0.00
H 0.1449 -5.2145 -2.3554  0.00
H 0.7480 -7.5938 -1.1728  0.00
H 2.1714 -7.0678 0.9844  0.00
H 2.3270 -4.3419 1.1486  0.00
N 1.5338 6.1550 0.3023  0.00
C 2.2697 5.4848 -0.6321  0.00
C 1.8971 4.1622 -0.5988  0.00
C 0.8560 4.0576 0.3549  0.00
C 0.6628 5.2893 0.9269  0.00
H 1.6243 7.1118 0.5898  0.00
H 3.0079 6.0188 -1.2080  0.00
H 2.2575 3.3319 -1.1829  0.00
H 0.3282 3.1605 0.6366  0.00
H 0.0442 5.6758 1.7184  0.00

Cartesian forces, eV/Å:
0.354 0.736 1.205
-0.630 -0.154 0.132
0.625 -0.087 -0.321
0.153 0.228 -0.128
0.082 0.228 0.185
0.119 0.233 0.455
-0.198 -0.610 0.057
0.353 0.340 0.102
0.773 -0.775 -1.098
-0.297 0.067 1.387
-0.183 0.519 -0.236
0.091 0.296 0.530
-0.428 0.042 -0.431
-0.045 0.232 -0.016
-0.205 -0.103 0.194
-0.172 0.227 0.327
0.010 0.241 -0.533
0.112 0.018 -0.051
-0.004 -0.414 0.082
0.131 -0.210 -0.198
0.383 0.509 -0.217
0.426 0.287 0.316
-0.105 -0.370 0.278
0.391 0.596 0.074
0.082 -0.219 0.003
-0.035 -0.516 -0.019
-0.185 -0.081 0.321
-0.054 -0.105 0.120
-0.679 -0.209 -0.163
0.083 0.133 -0.426
0.066 0.076 0.001
-0.180 -0.032 -0.171
-0.150 0.409 -1.009
1.329 0.054 0.543
-1.171 -0.224 0.346
0.026 0.212 0.358
0.043 0.052 -0.127
0.091 -0.176 0.088
-0.252 -0.007 0.134
-0.061 -0.034 0.439
0.044 -0.198 -0.206
-0.075 -0.324 0.055
-0.074 0.415 -0.272
0.236 -0.253 -0.397
1.198 -0.604 0.245
-1.267 -0.462 0.044
0.822 0.382 0.114
1.289 1.378 -0.158
-1.145 0.012 0.683
0.671 -0.262 0.069
-0.913 0.127 0.510
-0.128 -0.157 -0.513
0.499 -0.065 0.583
-0.120 0.053 -0.133
-0.294 0.259 -0.237
-0.062 0.213 0.176
0.068 -0.123 0.508
-0.522 -0.113 -0.494
-0.379 -0.526 -0.315
0.102 -0.439 0.198
0.219 -0.176 -0.597
-0.006 -0.051 -0.106
-0.173 0.230 0.025
0.191 -0.501 -0.138
0.402 0.491 -0.107
-0.261 0.353 -0.312
-0.079 -0.038 0.015
-0.188 -0.236 -0.102
0.461 -0.986 0.686
-0.038 0.168 0.594
0.344 0.849 -1.456
-0.036 -0.916 -0.119
0.395 0.337 -0.375
-0.783 -0.404 0.436
0.766 0.487 -0.290
-0.739 -0.087 0.329
0.390 0.091 0.090
-0.436 0.214 -0.331
-0.198 0.137 -0.142
0.182 0.505 -0.272
0.100 -0.450 0.402
-0.362 -0.314 0.138
0.024 0.039 -0.139
-0.340 0.347 0.448
-0.044 -0.040 0.447
0.399 -0.068 -0.190
-0.080 -0.056 0.060
0.078 -0.152 -0.020
0.026 -0.080 -0.103
0.061 0.053 0.033
-0.066 0.050 0.039
0.061 -0.019 -0.151
-0.166 0.615 -0.716
0.113 -0.396 0.724
-0.520 -0.695 -0.526
0.187 0.232 -0.563
-0.631 -0.586 0.653
-1.306 0.628 0.685
0.491 0.335 0.193
-0.384 0.106 -0.545
0.106 0.065 0.759
0.401 -0.171 0.274
-0.099 -0.150 -0.047
-0.061 -0.064 0.095
-0.023 0.519 0.521
0.051 0.395 -0.285
-0.174 -0.011 -0.002
0.171 0.042 -0.047
0.403 0.080 -0.106
0.741 -0.121 -0.188
0.259 -0.062 -0.327
0.017 -0.110 -0.039
0.034 -0.096 -0.195
0.252 0.033 -0.156
-0.195 -0.034 0.000
0.117 -0.174 -0.263
0.041 1.247 0.180
-0.274 -0.212 -0.126
0.934 0.483 0.200
-0.493 -1.005 0.047
-0.015 -0.454 0.197
-0.496 0.725 -0.146
1.020 -0.613 0.295
0.267 0.032 -0.319
-0.472 0.183 -0.464
-0.194 -0.539 -0.033
-0.106 -0.520 -0.030
0.282 -0.106 0.048
-0.275 -0.211 -0.222
0.107 -0.077 0.078
-0.070 0.336 -0.009
0.067 0.452 -0.315
0.062 0.152 -0.080
-0.209 -0.157 0.150
-0.019 -0.140 -0.185
0.039 0.129 0.018
-0.292 0.108 0.237
0.026 0.250 0.285
0.076 0.183 -0.081
-0.074 -0.343 0.224
0.172 -0.042 0.283
-0.195 -0.416 -0.773
-0.161 -0.146 -0.537
-0.238 0.490 0.591
-0.032 -1.525 -1.006
0.023 0.857 0.694
0.127 -0.318 -1.461
-0.503 -0.599 -0.600
0.158 0.584 0.183
0.135 0.091 0.175
0.103 0.291 -0.121
-0.321 0.012 -0.055
0.076 -0.150 0.026
0.154 -0.085 -0.057
-0.247 -0.084 -0.045
0.112 -0.134 -0.056
0.344 0.869 0.804
0.023 -0.057 -0.088
-0.125 -0.055 -0.088
-0.239 0.406 0.219
0.187 -0.243 0.478
-0.115 -0.225 -0.022
0.082 -0.311 -0.033
-0.081 -0.003 0.011
0.248 0.009 0.427
-0.368 0.600 0.324
0.017 -1.499 -0.798
0.424 1.296 0.763
0.047 -0.578 -0.449
-0.176 0.022 -0.120
0.102 0.019 -0.064
-0.147 0.179 -0.176
-0.172 -0.018 0.099
0.009 0.015 -0.011
-0.496 -0.274 0.307
0.393 0.185 -0.021
-0.364 0.194 -0.146
-0.387 -0.273 0.646
0.484 0.427 -0.516
0.208 0.098 -0.242
0.055 -0.129 -0.038
0.135 0.133 -0.112
0.085 -0.039 -0.070
-0.163 -0.354 0.046

2S+1 ... 6
Net charge ... +1
LUMO level (alpha / beta) ... -2.1 / -2.2 eV

No. 2
Entry from the OMol25 dataset: a 8-piece molecular cluster, C28H36N4O16S4 overall at a distorted geometry (the ωB97M-V functional and the def2-TZVPD basis).

Each line ends with the Mulliken charge.
Element x y z (Å)
O 1.8079 -1.8812 -2.9360  -0.41
S 2.7031 -2.5192 -1.9473  1.03
O 3.3798 -1.7311 -0.9464  -0.53
O 1.8607 -3.7686 -1.3811  -0.14
C 1.8360 -4.8715 -2.1567  -0.29
C 2.9508 -4.7823 -3.2688  -0.26
O 3.6686 -3.6357 -2.7369  -0.48
H 1.8436 -5.7797 -1.5540  0.34
H 0.9087 -4.9239 -2.7271  0.18
H 2.6434 -4.4377 -4.2561  0.25
H 3.6526 -5.6142 -3.2095  0.25
O -1.8989 2.5053 0.6845  -0.59
S -0.4710 2.1257 0.6413  1.12
O 0.4169 3.2430 1.0261  -0.56
O -0.2284 0.7620 1.4943  -0.20
C 0.1038 -0.3614 0.6983  0.69
C 0.7801 0.2885 -0.5432  0.90
O -0.0785 1.3754 -0.7763  -0.22
H 0.6039 -1.1254 1.2935  -0.02
H -0.8703 -0.7488 0.3997  -0.40
H 0.6233 -0.4063 -1.3682  -0.85
H 1.8295 0.5795 -0.4974  0.32
O -0.9238 2.0217 -5.5596  -0.50
S -1.8272 3.0714 -5.0687  1.06
O -1.9766 4.2407 -5.9384  -0.57
O -3.3538 2.4663 -4.6984  -0.37
C -3.8879 3.0799 -3.5663  -0.33
C -2.7029 3.1489 -2.5854  0.13
O -1.6466 3.4045 -3.4634  -0.23
H -4.3944 4.0072 -3.8340  0.30
H -4.6859 2.5104 -3.0901  0.35
H -2.4892 2.2389 -2.0246  -0.08
H -2.7522 4.0725 -2.0087  0.24
O -1.5870 -2.0727 -1.4263  -0.29
S -1.9097 -1.8493 -2.8641  0.94
O -3.3035 -1.5772 -3.2099  -0.64
O -0.9682 -0.7070 -3.5467  -0.17
C -0.7429 -0.9692 -4.8689  -0.57
C -0.8867 -2.4836 -5.1008  -0.23
O -1.2500 -2.9949 -3.7944  -0.32
H -1.4174 -0.2821 -5.3798  0.42
H 0.2483 -0.7077 -5.2394  0.31
H 0.1063 -2.8527 -5.3573  0.23
H -1.5820 -2.6195 -5.9292  0.27
C 3.0947 0.3072 3.6551  -0.14
C 4.3271 0.0477 4.3793  -0.56
C 4.4822 0.5230 5.7308  -0.20
N 3.4656 1.1716 6.4034  -0.53
C 2.4027 1.5226 5.5368  -0.40
C 2.1433 1.0317 4.3163  -0.03
H 2.9416 0.1076 2.6048  0.46
H 5.0723 -0.6503 4.0273  0.34
H 5.3355 0.2549 6.3361  0.37
H 1.6991 2.2453 5.9228  0.36
H 1.2721 1.1444 3.6880  0.31
C 1.6295 -5.8036 3.4853  -0.36
C 2.0542 -5.3126 2.2768  -0.72
C 1.5924 -4.0271 1.8122  -0.25
N 0.6525 -3.2517 2.5215  0.01
C 0.1925 -3.7905 3.6156  -0.04
C 0.6563 -5.0168 4.1572  -0.65
H 2.0299 -6.7128 3.9087  0.40
H 2.8289 -5.8622 1.7628  0.41
H 2.1384 -3.5899 0.9893  0.45
H -0.3774 -3.1877 4.3072  0.34
H 0.3170 -5.1851 5.1687  0.35
C 0.7808 8.1598 1.2257  -0.46
C 0.6907 8.9391 0.0872  -0.31
C 0.2082 8.3810 -1.0962  -0.22
N -0.0330 7.0923 -1.1972  -0.40
C 0.1539 6.2926 -0.1227  -0.12
C 0.5195 6.7848 1.1241  -0.33
H 1.3049 8.5159 2.1003  0.34
H 0.9507 9.9872 0.0692  0.35
H -0.0710 9.1409 -1.8110  0.32
H -0.1378 5.2647 -0.2797  0.42
H 0.6474 6.1680 2.0014  0.42
C -3.4090 -1.0218 1.2882  0.02
C -4.0713 -2.1995 1.0645  -0.51
C -4.3016 -3.0722 2.1803  -0.35
N -3.7640 -2.8681 3.3485  -0.63
C -2.9576 -1.7999 3.5127  -0.45
C -2.9053 -0.7797 2.5984  -0.38
H -3.3703 -0.3347 0.4558  0.52
H -4.5374 -2.4515 0.1234  0.42
H -4.9304 -3.9351 2.0182  0.36
H -2.5569 -1.7529 4.5145  0.57
H -2.2928 0.0842 2.8101  0.44

Cartesian forces, eV/Å:
2.211 -0.815 1.983
-1.416 -1.711 -3.232
-0.869 -1.744 -1.381
0.016 2.827 2.821
-1.097 -2.528 -3.160
0.157 1.880 2.274
1.333 2.347 0.485
0.526 0.199 0.175
-0.419 0.161 0.248
-0.361 -0.824 0.018
-0.151 0.152 -0.433
2.868 -1.490 -0.676
-1.094 1.482 0.666
-1.147 -3.218 -0.966
0.139 2.456 1.227
-0.136 0.133 -1.173
-0.451 -2.112 0.394
-0.871 2.478 0.728
0.315 0.336 -0.001
0.290 -0.441 -0.341
0.192 0.250 -0.173
-0.087 0.083 0.393
-1.971 1.883 1.615
-1.485 -0.191 0.131
0.393 -1.944 2.294
1.218 -0.757 -2.111
-0.646 -0.086 1.506
-1.044 1.164 -0.918
3.294 0.495 -2.687
0.657 0.494 0.085
0.111 -0.709 -0.525
-0.290 0.117 0.041
-0.166 -0.466 0.602
-0.369 0.548 -4.243
-0.404 0.513 1.309
2.444 -0.687 0.434
-0.305 -0.084 3.711
0.064 0.561 -2.473
0.201 1.177 0.270
-0.887 -0.507 0.091
-0.245 -0.697 -0.664
0.209 0.435 0.854
-0.310 -0.499 0.250
-0.346 -0.751 0.525
3.452 -0.577 1.570
-1.530 0.477 0.572
-3.036 -0.386 -0.600
0.097 0.657 -3.867
1.054 0.071 3.815
-0.005 -0.650 -2.320
0.208 -0.669 0.031
0.225 0.336 -0.435
0.157 -0.026 -0.091
-0.121 -0.157 0.610
-0.550 0.908 0.668
-2.004 1.263 1.108
-0.320 1.988 -0.913
-0.652 -0.768 2.517
2.381 -1.165 -2.754
1.154 -1.496 1.587
0.573 0.191 -0.547
-0.038 -0.025 0.052
0.047 0.220 -0.403
-0.542 0.233 -0.164
-0.588 0.225 -0.385
0.017 -0.601 -0.005
1.209 -0.760 -0.608
-0.212 0.050 0.224
0.079 0.519 1.723
-0.372 -0.647 -0.327
-0.605 0.849 -0.230
0.050 0.668 -0.316
-0.463 0.297 0.312
-0.003 0.114 0.271
0.070 -0.651 -1.045
0.338 -0.140 0.106
-0.118 -0.284 -0.147
-0.245 -0.096 0.807
-0.772 -0.956 1.324
0.390 1.074 -1.902
0.577 -0.574 0.544
-1.623 -0.107 0.321
1.012 -0.216 -1.340
0.380 0.424 0.223
0.171 0.099 -0.182
-0.099 -0.209 0.261
0.384 0.378 -0.017
-0.193 0.210 -0.025

LUMO level ... 0.0 eV

Number 1: energy -7254.428440 Eh. Number 2: energy -4103.881029 Eh.